Formula: C37H26BCl2F4I2N2O4PS2Ti
Source: the OMol25 dataset
Level of theory: wB97M-V/def2-TZVPD

Geometry (Å):
Ti -0.432 1.994 0.832
O -1.454 2.691 -0.846
S -2.079 1.372 -1.078
O -3.512 1.403 -1.149
O -1.548 0.501 0.002
C -1.516 0.757 -2.656
C -2.004 1.518 -3.711
C -1.652 1.210 -5.010
C -0.797 0.146 -5.238
C -0.324 -0.619 -4.187
C -0.676 -0.353 -2.859
P -0.045 -1.386 -1.443
C 1.045 -2.484 -2.461
C 2.291 -1.931 -2.770
C 3.207 -2.628 -3.539
C 2.905 -3.906 -3.994
C 1.683 -4.476 -3.671
C 0.755 -3.767 -2.920
C -1.502 -2.501 -1.215
C -1.306 -3.668 -0.472
C -2.359 -4.521 -0.182
C -3.641 -4.218 -0.620
C -3.854 -3.048 -1.331
C -2.799 -2.194 -1.620
H -2.665 2.343 -3.478
H -2.034 1.797 -5.834
H -0.502 -0.103 -6.249
H 0.332 -1.448 -4.406
H 2.537 -0.947 -2.389
H 4.164 -2.182 -3.779
H 3.621 -4.456 -4.593
H 1.451 -5.481 -4.003
H -0.205 -4.215 -2.699
H -0.315 -3.907 -0.104
H -2.181 -5.424 0.390
H -4.468 -4.882 -0.402
H -4.852 -2.787 -1.661
H -3.006 -1.270 -2.141
I 1.045 3.244 4.003
C 2.034 1.426 3.658
C 3.096 1.057 4.482
C 3.717 -0.139 4.264
I 5.314 -0.642 5.552
C 3.314 -1.009 3.233
C 3.925 -2.247 2.955
C 3.438 -3.029 1.946
C 2.346 -2.565 1.205
N 1.750 -1.420 1.422
C 2.208 -0.629 2.408
C 1.557 0.638 2.620
O 0.550 1.051 1.869
H 3.419 1.723 5.268
H 4.782 -2.565 3.533
H 3.884 -3.988 1.715
H 1.949 -3.163 0.391
S -3.362 4.422 3.214
C -3.851 2.798 3.476
C -3.040 1.901 2.850
C -1.960 2.485 2.127
C -2.032 3.859 2.228
C -1.071 4.723 1.610
C -1.072 6.117 1.734
C -0.095 6.861 1.115
C 0.842 6.198 0.325
C 0.777 4.825 0.229
N -0.109 4.076 0.893
H -4.722 2.597 4.081
H -3.229 0.841 2.917
H -1.841 6.584 2.335
H -0.060 7.937 1.231
H 1.618 6.740 -0.195
H 1.482 4.310 -0.407
Cl -2.418 -1.982 4.931
C -2.203 -2.312 3.207
Cl -1.294 -1.017 2.381
H -3.187 -2.388 2.757
H -1.651 -3.240 3.112
F 1.005 1.518 -0.945
B 2.419 1.792 -0.642
F 3.093 0.598 -0.494
F 2.439 2.520 0.565
F 2.928 2.559 -1.675

Results
<S²> = 0.752
HOMO level (alpha / beta) = -4.407 / -5.444 eV
Multiplicity = 2
Total charge = -1
E = -156840.40166 eV
Relative energy (zero: lowest compared OMol25 entry of this formula, charge and spin) = 120.8 kJ/mol
Largest force on an atom = 4.9 eV/Å